The following is a quantum chemistry calculation of one molecule with the formula C14H21NO3S, from OMol25.

Properties
ΔE to the lowest compared entry with this formula, charge and spin = 16.2 kcal/mol
DFT total energy = -33326.533 eV
SMILES = CCOCCCNC(=O)c1ccc(SC)cc1OC
Maximum force = 0.01150 hartree/bohr
HOMO level = -8.21 eV
Frontier orbital gap = 8.786 eV

Atoms and positions in Å:
C  -5.82166  -2.30075  0.46656
C  -5.19625  -1.75164  -0.81535
O  -4.95829  -0.36467  -0.79418
C  -3.92216  0.04917  0.06962
C  -3.57699  1.49952  -0.25831
H  -3.16110  1.54796  -1.26500
C  -2.58315  2.10324  0.73675
N  -1.31343  1.41747  0.73742
C  -0.23792  1.89514  0.07193
O  -0.21794  3.00143  -0.43763
C  0.97154  1.01643  0.06090
C  2.18600  1.66583  -0.12857
C  3.39063  0.99438  -0.17514
C  3.38786  -0.38537  -0.04298
C  2.18402  -1.06558  0.12444
C  0.97752  -0.38665  0.18075
O  -0.22114  -1.02885  0.33611
C  -0.24788  -2.43804  0.32913
H  0.28813  -2.85494  1.18705
H  -1.30047  -2.71092  0.39807
H  0.17020  -2.84237  -0.59680
H  2.22568  -2.13925  0.21190
S  4.83357  -1.39415  -0.07595
C  6.19214  -0.20718  -0.26742
H  6.20530  0.47842  0.57467
H  7.10076  -0.80133  -0.27416
H  6.09142  0.32359  -1.20944
H  4.30345  1.54817  -0.31638
H  2.15720  2.73893  -0.24405
H  -1.29678  0.46399  1.05854
H  -2.37782  3.14031  0.46186
H  -2.99998  2.07335  1.74870
H  -4.49865  2.08172  -0.24562
H  -3.04171  -0.59649  -0.07342
H  -4.24109  -0.02668  1.12114
H  -5.88322  -1.90049  -1.65243
H  -4.25889  -2.29043  -1.03059
H  -5.12275  -2.25039  1.29828
H  -6.70876  -1.72566  0.71950
H  -6.10515  -3.33882  0.31607

---

The following is a quantum chemistry calculation of one molecule with the formula C14H21NO4, from OMol25.

Properties
ΔE to the lowest compared entry with this formula, charge and spin = 97.0 kcal/mol
DFT total energy = -24537.179 eV
SMILES = COc1ccc(OC[C@H](O)CN2CCOCC2)cc1
Maximum force = 0.01420 hartree/bohr
HOMO level = -7.88 eV
Frontier orbital gap = 8.662 eV

Atoms and positions in Å:
C  5.97799  -2.55889  -2.11245
H  6.45224  -2.78099  -1.15074
O  5.23738  -1.36499  -2.06103
C  4.19059  -1.28816  -1.18832
C  3.48875  -0.08542  -1.17925
C  2.40992  0.10815  -0.33945
C  2.01103  -0.90705  0.52467
C  2.70887  -2.11134  0.51252
C  3.78396  -2.30681  -0.33277
H  4.29575  -3.25558  -0.30962
H  2.39095  -2.89494  1.18199
O  0.96190  -0.84889  1.40749
C  0.30595  0.37476  1.66349
C  -0.96793  0.53712  0.81107
O  -0.67061  0.54452  -0.56779
H  -0.18587  -0.26097  -0.78488
C  -1.65761  1.87645  1.16095
N  -3.03003  2.07572  0.79054
C  -3.35594  2.14530  -0.62098
C  -3.80722  0.79978  -1.20046
H  -4.17949  0.92729  -2.21824
O  -4.88123  0.25516  -0.45855
C  -4.51454  0.06302  0.88824
C  -4.05985  1.38032  1.53595
H  -3.71171  1.19504  2.55314
H  -4.92914  2.04891  1.57819
H  -5.40352  -0.32061  1.39339
H  -3.71760  -0.69499  0.95064
H  -2.96361  0.09630  -1.21185
H  -2.48850  2.50696  -1.17108
H  -4.17896  2.86268  -0.72851
H  -1.07512  2.66488  0.67417
H  -1.59126  2.01884  2.24362
H  -1.63156  -0.30878  1.04725
H  0.97515  1.22723  1.51300
H  0.01934  0.33554  2.71913
H  1.88424  1.04906  -0.38453
H  3.80304  0.69745  -1.85075
H  6.74927  -2.39481  -2.86339
H  5.35498  -3.40724  -2.41479

---

The following is a quantum chemistry calculation of one molecule with the formula C14H21NOS, from OMol25.

Properties
ΔE to the lowest compared entry with this formula, charge and spin = 1.7 kcal/mol
DFT total energy = -29232.631 eV
SMILES = CC[C@@H](C)NC(=O)CCSc1ccc(C)cc1
Maximum force = 0.01288 hartree/bohr
HOMO level = -8.23 eV
Frontier orbital gap = 8.930 eV

Atoms and positions in Å:
C  -4.68215  -0.87891  -0.21892
C  -3.41432  -1.61670  -0.63047
H  -3.53065  -2.68292  -0.42998
C  -2.18117  -1.11062  0.12644
N  -1.95057  0.28651  -0.17717
C  -1.94781  1.25518  0.75725
O  -2.14945  1.05425  1.93731
C  -1.65370  2.64849  0.20832
C  -0.15037  2.86302  0.06223
H  0.36768  2.50367  0.94917
H  0.07223  3.91923  -0.09449
S  0.51616  1.94964  -1.38446
C  1.84761  1.00375  -0.69065
C  2.68252  1.51137  0.29407
C  3.71016  0.73097  0.78814
C  3.94204  -0.55001  0.30043
C  3.11768  -1.03107  -0.70899
C  2.07878  -0.26564  -1.20248
H  1.44485  -0.64341  -1.98971
H  3.28468  -2.01955  -1.11188
C  5.05121  -1.38550  0.86161
H  4.76334  -1.78323  1.83520
H  5.95082  -0.78875  0.99888
H  5.27915  -2.22165  0.20550
H  4.35157  1.13076  1.56047
H  2.54585  2.51407  0.67091
H  -2.03881  3.37392  0.92739
H  -2.15040  2.80037  -0.75137
H  -1.69153  0.51452  -1.12571
C  -0.94272  -1.93556  -0.21690
H  -0.76042  -1.91367  -1.28970
H  -1.08236  -2.96879  0.08864
H  -0.06834  -1.53738  0.29275
H  -2.36888  -1.15180  1.20451
H  -3.24817  -1.49415  -1.70403
H  -4.86287  -1.00239  0.84601
H  -5.54112  -1.26310  -0.76395
H  -4.59051  0.18507  -0.42438

---

The following is a quantum chemistry calculation of C14H22Br2F9FeO6 as an isolated structure at a distorted geometry, from OMol25.

Properties
ΔE to the lowest compared entry with this formula, charge and spin = 27.0 kcal/mol
Total charge = -1
DFT total energy = -226091.238 eV
Maximum force = 0.06724 hartree/bohr
Multiplicity = 5
HOMO level (spin up / spin down) = -5.51 / -5.10 eV
Frontier orbital gap (spin up / spin down) = 7.670 / 7.254 eV

Atoms and positions in Å:
Fe  -9.28848  -1.59323  -14.50524
C  -11.64294  -1.73348  -16.04114
O  -10.58595  -0.72309  -15.96904
O  -11.24243  -2.60632  -15.11405
C  -13.07430  -1.18695  -16.00798
F  -13.47511  -0.76326  -17.24652
F  -13.89893  -2.20768  -15.69580
F  -13.28537  -0.17697  -15.14646
C  -10.70550  0.56768  -16.62992
C  -9.84180  1.55095  -15.80855
H  -9.59248  2.40080  -16.44676
H  -10.27786  1.87174  -14.86382
H  -8.91366  1.04656  -15.53068
H  -11.71896  0.94079  -16.72990
H  -10.17599  0.40579  -17.57092
H  -11.43340  -2.08908  -17.07013
C  -8.12072  0.02417  -12.61176
O  -9.50226  -0.33802  -12.74882
O  -7.68510  -0.42621  -13.82912
C  -7.93210  1.50173  -12.24076
F  -6.88121  2.00167  -12.91271
F  -8.99621  2.29432  -12.53763
F  -7.70693  1.68732  -10.92198
C  -10.43703  -0.13114  -11.68026
C  -11.82868  -0.32810  -12.24666
H  -11.78426  -1.27092  -12.81115
H  -12.60284  -0.47647  -11.49149
H  -12.24005  0.37932  -12.96638
H  -10.39894  0.88438  -11.27923
H  -10.20266  -0.81430  -10.86313
H  -7.70868  -0.62994  -11.82947
C  -8.20903  -4.63430  -13.80216
O  -9.04811  -5.73304  -14.14106
O  -8.96760  -3.55018  -13.79916
C  -7.49055  -5.03366  -12.47784
F  -7.20448  -3.91887  -11.74426
F  -8.19871  -5.82215  -11.66036
F  -6.31258  -5.64131  -12.72134
C  -8.47699  -6.89643  -14.72848
C  -9.63899  -7.66846  -15.30225
H  -9.19934  -8.58419  -15.73990
H  -10.32169  -8.00980  -14.53115
H  -10.10839  -7.25789  -16.19557
H  -8.06793  -7.53955  -13.93809
H  -7.69249  -6.65831  -15.45102
H  -7.39056  -4.55164  -14.54061
Br  -4.89242  -3.16296  -20.20379
C  -5.65167  -2.79478  -18.44936
C  -7.13449  -2.66377  -18.62423
Br  -7.95876  -1.96933  -16.97729
H  -5.13492  -1.97516  -17.95177
H  -5.41048  -3.61853  -17.77473
H  -7.53209  -3.66108  -18.78383
H  -7.39863  -1.94387  -19.38920

---

The following is a quantum chemistry calculation of C14H22BrI2N5OSSe3TeW as an isolated structure, from OMol25.

Properties
ΔE to the lowest compared entry with this formula, charge and spin = 6.5 kcal/mol
Total charge = +2
DFT total energy = -326595.993 eV
Maximum force = 0.01048 hartree/bohr
HOMO level (spin up / spin down) = -13.12 / -13.06 eV
Frontier orbital gap (spin up / spin down) = 6.040 / 5.856 eV

Atoms and positions in Å:
W  -1.10899  -0.17498  0.80667
N  -2.90589  -1.19220  -0.19125
N  -2.76189  -1.97098  -1.35824
C  -1.60295  -1.97922  -2.01311
N  -1.48900  -2.70927  -3.11163
S  -0.29411  -1.04633  -1.43640
H  -3.23850  -1.80905  0.57036
H  -3.62257  -0.48190  -0.34224
H  -3.56577  -2.50846  -1.65501
H  -2.24287  -3.27512  -3.47083
H  -0.59435  -2.77990  -3.56987
Se  -0.71120  -2.40345  1.62227
Se  -2.76243  -3.27796  2.42603
Te  -3.33289  -1.41100  3.98563
Se  -3.13955  0.36018  2.17702
Br  4.04925  -3.27891  1.51360
C  3.94121  -2.57547  -0.22809
C  4.71617  -3.15950  -1.22276
C  4.67209  -2.67504  -2.52050
C  3.86112  -1.59618  -2.84192
C  3.08338  -1.00138  -1.86110
C  3.12634  -1.50181  -0.56832
I  2.00671  -0.54529  0.92070
H  5.35549  -3.99341  -0.96831
H  5.28572  -3.13895  -3.28067
H  3.84477  -1.20280  -3.84933
H  2.47550  -0.13716  -2.09879
C  0.59090  0.41521  4.05620
C  -0.26510  1.48916  3.44445
O  -0.23261  1.47388  1.94475
C  0.77801  2.48402  1.50494
C  0.81932  2.76887  0.02801
H  0.49969  0.49492  5.14091
H  1.64690  0.53703  3.81005
H  0.25960  -0.58453  3.77484
H  0.07867  2.47967  3.72784
H  -1.31173  1.39456  3.70980
H  1.74130  2.14859  1.88333
H  0.49375  3.38947  2.03742
H  0.89152  1.86784  -0.57823
H  1.72434  3.35249  -0.15072
H  -0.03046  3.36620  -0.29492
I  -3.77999  5.25709  -1.07858
C  -2.76987  3.47009  -1.14196
C  -2.15873  2.88045  -2.22952
N  -1.62287  1.72768  -1.80562
N  -1.84118  1.52340  -0.49294
C  -2.55174  2.58321  -0.08743
H  -2.07550  3.20140  -3.25515
H  -1.06911  1.05892  -2.32120
H  -2.85987  2.68594  0.93984

---

Please write out number 1 again, unchanged.
The following is a quantum chemistry calculation of one molecule with the formula C14H21NO3S, from OMol25.

Properties
ΔE to the lowest compared entry with this formula, charge and spin = 16.2 kcal/mol
DFT total energy = -33326.533 eV
SMILES = CCOCCCNC(=O)c1ccc(SC)cc1OC
Maximum force = 0.01150 hartree/bohr
HOMO level = -8.21 eV
Frontier orbital gap = 8.786 eV

Atoms and positions in Å:
C  -5.82166  -2.30075  0.46656
C  -5.19625  -1.75164  -0.81535
O  -4.95829  -0.36467  -0.79418
C  -3.92216  0.04917  0.06962
C  -3.57699  1.49952  -0.25831
H  -3.16110  1.54796  -1.26500
C  -2.58315  2.10324  0.73675
N  -1.31343  1.41747  0.73742
C  -0.23792  1.89514  0.07193
O  -0.21794  3.00143  -0.43763
C  0.97154  1.01643  0.06090
C  2.18600  1.66583  -0.12857
C  3.39063  0.99438  -0.17514
C  3.38786  -0.38537  -0.04298
C  2.18402  -1.06558  0.12444
C  0.97752  -0.38665  0.18075
O  -0.22114  -1.02885  0.33611
C  -0.24788  -2.43804  0.32913
H  0.28813  -2.85494  1.18705
H  -1.30047  -2.71092  0.39807
H  0.17020  -2.84237  -0.59680
H  2.22568  -2.13925  0.21190
S  4.83357  -1.39415  -0.07595
C  6.19214  -0.20718  -0.26742
H  6.20530  0.47842  0.57467
H  7.10076  -0.80133  -0.27416
H  6.09142  0.32359  -1.20944
H  4.30345  1.54817  -0.31638
H  2.15720  2.73893  -0.24405
H  -1.29678  0.46399  1.05854
H  -2.37782  3.14031  0.46186
H  -2.99998  2.07335  1.74870
H  -4.49865  2.08172  -0.24562
H  -3.04171  -0.59649  -0.07342
H  -4.24109  -0.02668  1.12114
H  -5.88322  -1.90049  -1.65243
H  -4.25889  -2.29043  -1.03059
H  -5.12275  -2.25039  1.29828
H  -6.70876  -1.72566  0.71950
H  -6.10515  -3.33882  0.31607

---

Q: Which of these has the highest ΔE to the lowest compared entry with this formula, charge and spin?
A: C14H21NO4